# 1
Computed, not measured: a 5-piece molecular cluster, C27H62BFNO12 overall in a non-equilibrium geometry, with ωB97M-V/def2-TZVPD.

## Properties
* E_HOMO: -0.3973 Eh
* E_tot: -2147.8164 Ha

```
! RIJCOSX wB97M-V def2-TZVPD def2/J DEFGRID3
* xyz 1 1
C 0.251 -2.170 3.653
B 0.040 -0.682 3.060
O -1.060 0.090 3.607
C 0.956 0.053 1.929
C 2.441 -0.503 1.759
O 3.208 0.079 0.678
C 2.700 1.328 0.189
C 1.113 1.452 0.015
C 0.714 1.833 -1.484
C 0.574 3.444 -1.545
F -0.715 3.734 -0.928
N 0.345 0.253 0.582
C 0.420 -0.835 -0.421
C 0.234 -2.339 0.052
O 0.633 -3.261 -0.999
C 2.039 -3.454 -0.996
C 2.789 -3.202 -2.397
O 2.709 -3.832 -0.024
H 0.268 -2.076 4.795
H 1.173 -2.695 3.236
H -0.703 -2.756 3.406
H -0.733 0.645 4.354
H 1.094 1.111 2.374
H 2.532 -1.631 1.670
H 2.995 -0.225 2.732
H 3.248 1.579 -0.789
H 3.044 2.143 0.929
H 0.795 2.366 0.639
H -0.286 1.431 -1.837
H 1.537 1.588 -2.248
H 1.351 3.980 -0.917
H 0.497 3.801 -2.617
H -0.634 0.595 0.675
H 1.400 -0.801 -1.023
H -0.413 -0.658 -1.194
H 0.775 -2.642 0.999
H -0.883 -2.525 0.221
H 2.000 -3.312 -3.216
H 3.192 -2.139 -2.349
H 3.621 -3.971 -2.559
C 4.956 -7.536 -6.940
O 4.030 -6.824 -7.750
C 2.861 -6.441 -7.031
C 2.915 -4.973 -6.624
O 3.947 -4.736 -5.668
C 5.108 -4.165 -6.257
H 5.906 -7.586 -7.475
H 5.123 -7.043 -5.979
H 4.595 -8.556 -6.773
H 2.712 -7.085 -6.158
H 2.011 -6.587 -7.705
H 1.968 -4.708 -6.145
H 3.040 -4.328 -7.500
H 4.929 -3.109 -6.481
H 5.402 -4.689 -7.168
H 5.924 -4.237 -5.537
C 0.481 9.342 -2.769
O -0.777 8.888 -2.289
C -0.861 7.467 -2.242
C -0.661 6.942 -0.826
O 0.671 7.179 -0.367
C 0.754 8.300 0.503
H 0.560 10.410 -2.556
H 1.315 8.827 -2.284
H 0.538 9.197 -3.853
H -0.145 7.011 -2.935
H -1.868 7.197 -2.576
H -0.809 5.861 -0.828
H -1.393 7.379 -0.138
H 0.351 8.038 1.485
H 0.218 9.165 0.105
H 1.806 8.567 0.615
C -4.751 3.759 3.013
O -4.387 4.900 3.778
C -3.848 4.552 5.050
C -2.327 4.647 5.055
O -1.742 3.664 4.200
C -1.339 4.205 2.950
H -4.926 4.082 1.985
H -3.964 2.999 3.010
H -5.678 3.328 3.407
H -4.179 3.553 5.354
H -4.245 5.272 5.772
H -1.966 4.446 6.067
H -1.996 5.653 4.774
H -0.423 4.790 3.077
H -2.116 4.831 2.508
H -1.134 3.375 2.270
C -3.186 -4.208 4.345
O -2.625 -4.883 3.227
C -2.582 -6.298 3.410
C -3.717 -6.991 2.666
O -4.985 -6.655 3.222
C -5.669 -5.671 2.459
H -3.406 -3.180 4.047
H -4.114 -4.677 4.684
H -2.461 -4.187 5.166
H -2.599 -6.553 4.475
H -1.629 -6.643 2.998
H -3.597 -8.072 2.774
H -3.686 -6.756 1.596
H -6.072 -6.123 1.549
H -5.018 -4.833 2.196
H -6.497 -5.291 3.059
*
```

Here are the Löwdin charges for atoms 1 to 2, given in e:
1. C -0.002
2. B -0.355

=====

# 2
Computed, not measured: a 9-piece molecular cluster, C27H63N9O9 overall in a non-equilibrium geometry, with ωB97M-V/def2-TZVPD.

## Properties
* SMILES: CNC(C)=O.CNC(C)=O.CNC(C)=O.CNC(C)=O.CNC(C)=O.CNC(C)=O.CNC(C)=O.CNC(C)=O.CNC(C)=O
* E_HOMO: -0.3406 Eh
* E_tot: -2236.5770 Ha
* energy relative to the best compared isomer or geometry (same formula, charge and spin): 99.97 kcal per mole

```
! RIJCOSX wB97M-V def2-TZVPD def2/J DEFGRID3
* xyz 0 1
C -7.663 3.880 -2.245
N -7.382 2.902 -1.209
C -7.754 1.600 -1.338
C -7.273 0.739 -0.191
O -8.405 1.106 -2.253
H -8.454 3.522 -2.904
H -6.793 4.032 -2.884
H -7.971 4.812 -1.772
H -7.007 3.165 -0.308
H -7.032 1.339 0.687
H -6.321 0.316 -0.509
H -7.832 -0.156 0.082
C 1.080 -0.504 -0.770
N 0.506 0.832 -0.552
C -0.619 1.139 0.108
C -0.982 2.548 0.163
O -1.264 0.280 0.776
H 2.078 -0.661 -0.362
H 1.287 -0.537 -1.840
H 0.406 -1.317 -0.499
H 0.866 1.540 -1.175
H -1.669 2.612 -0.682
H -0.092 3.149 -0.025
H -1.355 2.744 1.168
C -6.672 0.928 10.027
N -6.030 0.905 8.741
C -4.775 1.290 8.529
C -4.257 1.299 7.105
O -4.085 1.694 9.421
H -6.971 1.953 10.245
H -6.122 0.583 10.902
H -7.534 0.262 10.030
H -6.475 0.432 7.967
H -3.590 2.109 6.808
H -5.034 1.456 6.357
H -3.799 0.338 6.870
C -3.021 -1.759 -5.086
N -2.870 -2.779 -6.166
C -1.952 -2.767 -7.107
C -2.023 -4.002 -8.007
O -1.186 -1.843 -7.314
H -2.189 -1.065 -4.965
H -3.296 -2.287 -4.173
H -3.902 -1.176 -5.354
H -3.237 -3.689 -5.926
H -1.025 -4.169 -8.414
H -2.686 -3.759 -8.837
H -2.359 -4.893 -7.478
C 6.665 7.194 6.710
N 5.704 6.519 5.729
C 4.351 6.496 5.863
C 3.521 5.928 4.694
O 3.782 7.057 6.763
H 6.547 6.909 7.755
H 6.549 8.276 6.651
H 7.702 6.986 6.447
H 6.044 5.869 5.035
H 2.706 5.303 5.060
H 4.158 5.351 4.022
H 3.101 6.752 4.118
C 4.516 6.297 -2.428
N 4.706 5.499 -3.631
C 3.874 4.577 -4.079
C 4.406 3.848 -5.335
O 2.807 4.265 -3.598
H 4.986 5.685 -1.658
H 3.447 6.370 -2.227
H 5.062 7.240 -2.447
H 5.415 5.821 -4.275
H 3.581 3.784 -6.044
H 4.756 2.858 -5.042
H 5.216 4.360 -5.854
C 9.631 -4.712 -0.715
N 8.591 -5.813 -0.809
C 7.320 -5.641 -0.364
C 6.275 -6.742 -0.434
O 6.933 -4.581 0.076
H 10.039 -4.581 0.287
H 9.191 -3.752 -0.985
H 10.474 -4.961 -1.359
H 8.874 -6.722 -1.148
H 6.347 -7.383 0.445
H 6.408 -7.407 -1.288
H 5.299 -6.268 -0.532
C 5.280 -3.826 -6.115
N 6.519 -3.144 -5.747
C 7.271 -2.325 -6.517
C 6.926 -2.037 -8.012
O 8.234 -1.762 -6.033
H 4.513 -3.667 -5.357
H 5.410 -4.893 -6.297
H 4.772 -3.397 -6.979
H 6.879 -3.288 -4.814
H 6.268 -1.176 -8.134
H 6.427 -2.885 -8.479
H 7.817 -1.750 -8.571
C -10.233 -4.984 4.899
N -8.804 -4.982 4.811
C -8.009 -3.909 4.997
C -6.492 -4.171 5.034
O -8.342 -2.810 5.407
H -10.653 -5.131 3.904
H -10.687 -4.179 5.476
H -10.559 -5.922 5.349
H -8.431 -5.921 4.825
H -6.193 -3.652 5.944
H -5.949 -3.802 4.164
H -6.214 -5.212 5.197
*
```

Here are the Löwdin charges for atoms 1 to 2, given in e:
1. C -0.071
2. N -0.006

=====

# 3
Computed, not measured: a 9-piece molecular cluster, C27H65NO15 overall, with ωB97M-V/def2-TZVPD.

## Properties
* SMILES: CCOCCOCCOC[C@H]1OC(=O)O[C@@H]1OC#N.CCO.CCO.CCO.CCO.CCO.CCO.CCO.CCO
* E_HOMO: -0.3305 Eh
* E_tot: -2250.9405 Ha

```
! RIJCOSX wB97M-V def2-TZVPD def2/J DEFGRID3
* xyz 0 1
C 0.541 1.051 -2.824
C 0.718 -0.431 -2.505
O 1.985 -0.699 -1.915
C 3.058 -0.910 -2.815
C 4.110 0.180 -2.720
O 4.983 0.075 -1.605
C 4.331 0.089 -0.349
C 3.500 1.339 -0.089
O 3.513 1.626 1.304
C 3.355 2.982 1.632
C 1.920 3.444 1.623
O 1.186 3.219 0.399
C -0.122 3.295 0.727
O -1.017 3.541 -0.011
O -0.282 3.012 2.057
C 0.996 2.782 2.611
O 1.084 3.308 3.941
C 0.799 4.576 4.045
N 0.547 5.700 4.120
H 0.401 1.616 -1.903
H 1.437 1.441 -3.310
H -0.303 1.212 -3.493
H 0.539 -1.059 -3.379
H -0.013 -0.713 -1.749
H 3.515 -1.889 -2.640
H 2.694 -0.924 -3.846
H 3.631 1.164 -2.772
H 4.754 0.106 -3.601
H 3.712 -0.797 -0.196
H 5.115 0.054 0.410
H 3.892 2.176 -0.678
H 2.478 1.169 -0.435
H 3.976 3.632 1.008
H 3.694 3.095 2.666
H 1.931 4.535 1.748
H 1.137 1.709 2.722
C -1.566 -4.306 0.062
C -0.982 -3.492 -1.076
O -1.699 -2.274 -1.265
H -2.620 -4.516 -0.128
H -1.038 -5.251 0.197
H -1.511 -3.741 0.995
H -1.056 -4.033 -2.021
H 0.076 -3.273 -0.888
H -1.649 -1.772 -0.444
C -4.621 0.345 0.539
C -3.533 -0.345 1.337
O -2.353 0.453 1.439
H -4.261 0.580 -0.464
H -5.506 -0.287 0.454
H -4.920 1.281 1.011
H -3.232 -1.275 0.857
H -3.895 -0.590 2.342
H -2.591 1.279 1.870
C 4.957 0.999 6.344
C 5.541 2.168 5.575
O 4.581 2.770 4.709
H 4.571 0.247 5.654
H 5.710 0.535 6.982
H 4.128 1.327 6.976
H 6.355 1.836 4.933
H 5.938 2.920 6.264
H 3.851 3.087 5.251
C 6.666 -4.543 -0.401
C 6.033 -3.219 -0.011
O 4.653 -3.384 0.315
H 6.140 -4.975 -1.253
H 7.716 -4.415 -0.666
H 6.605 -5.258 0.423
H 6.074 -2.510 -0.837
H 6.559 -2.775 0.842
H 4.603 -3.995 1.056
C -5.690 -3.661 2.229
C -4.579 -4.333 3.016
O -3.434 -3.495 3.139
H -5.335 -3.384 1.236
H -6.551 -4.323 2.121
H -6.021 -2.748 2.730
H -4.240 -5.233 2.506
H -4.937 -4.621 4.011
H -3.704 -2.695 3.600
C -2.749 5.260 -2.241
C -2.232 6.418 -3.070
O -3.184 6.872 -4.032
H -3.027 4.426 -2.887
H -1.999 4.915 -1.531
H -3.642 5.555 -1.682
H -1.353 6.119 -3.639
H -1.944 7.253 -2.420
H -3.969 7.155 -3.554
C -9.727 1.640 0.233
C -8.607 1.012 1.041
O -7.472 1.867 1.142
H -9.376 1.892 -0.768
H -10.576 0.961 0.146
H -10.074 2.562 0.705
H -8.254 0.101 0.559
H -8.962 0.748 2.043
H -7.751 2.678 1.576
C 1.774 -4.742 -6.365
C 2.458 -3.695 -5.506
O 1.544 -3.031 -4.638
H 0.981 -4.285 -6.959
H 2.485 -5.221 -7.040
H 1.319 -5.515 -5.742
H 2.898 -2.917 -6.130
H 3.262 -4.151 -4.917
H 1.149 -3.691 -4.060
*
```

Here are the Löwdin charges for atoms 1 to 2, given in e:
1. C -0.044
2. C -0.245

=====

# 4
Computed, not measured: a 9-piece molecular cluster, C27H66F2NO8S8Si overall in a non-equilibrium geometry, with ωB97M-V/def2-TZVPD.

## Properties
* E_HOMO: -0.3647 Eh
* E_tot: -5399.2861 Ha
* energy relative to the best compared isomer or geometry (same formula, charge and spin): 0.00 kcal per mole

```
! RIJCOSX wB97M-V def2-TZVPD def2/J DEFGRID3
* xyz 1 1
C -0.999 3.768 -1.913
Si 0.139 2.220 -2.161
C 1.314 2.213 -0.666
C -0.973 0.657 -2.260
C -2.159 0.717 -1.215
C -3.555 1.075 -1.816
N -3.931 2.528 -1.685
F -4.501 0.407 -1.036
F -3.738 0.704 -3.119
C 1.047 2.560 -3.815
C 0.616 1.984 -5.095
C 1.338 2.319 -6.314
C 2.478 3.218 -6.193
C 2.926 3.807 -4.946
C 2.202 3.464 -3.726
H -1.475 3.778 -0.898
H -0.414 4.707 -2.119
H -1.753 3.711 -2.756
H 0.669 2.298 0.263
H 1.918 1.280 -0.565
H 1.955 3.139 -0.647
H -0.390 -0.281 -2.041
H -1.301 0.563 -3.328
H -2.275 -0.298 -0.747
H -1.929 1.408 -0.358
H -3.768 3.032 -2.566
H -4.957 2.619 -1.492
H -3.436 2.918 -0.874
H -0.266 1.311 -5.064
H 0.991 1.899 -7.282
H 3.034 3.484 -7.121
H 3.788 4.514 -4.908
H 2.500 3.864 -2.730
C -1.922 -2.330 3.604
S -1.547 -2.194 1.851
O -1.182 -0.765 1.579
C -3.240 -2.437 1.283
H -1.004 -2.172 4.167
H -2.656 -1.573 3.887
H -2.309 -3.328 3.817
H -3.889 -1.673 1.716
H -3.581 -3.430 1.575
H -3.256 -2.354 0.196
C 5.908 2.293 -1.803
S 5.211 0.874 -2.667
O 3.749 0.837 -2.361
C 6.005 -0.373 -1.640
H 5.512 3.201 -2.257
H 5.626 2.261 -0.749
H 6.994 2.281 -1.903
H 5.717 -0.236 -0.597
H 7.087 -0.294 -1.744
H 5.679 -1.356 -1.978
C 0.415 -6.117 5.523
S -1.095 -6.643 4.691
O -1.401 -5.629 3.640
C -2.194 -6.323 6.083
H 1.242 -6.197 4.818
H 0.316 -5.082 5.852
H 0.604 -6.768 6.378
H -2.126 -5.274 6.376
H -1.918 -6.966 6.919
H -3.214 -6.548 5.774
C 3.912 -3.875 0.797
S 5.657 -3.677 1.202
O 6.014 -2.254 0.949
C 6.280 -4.643 -0.187
H 3.325 -3.313 1.522
H 3.718 -3.489 -0.205
H 3.643 -4.931 0.853
H 5.933 -4.209 -1.126
H 5.932 -5.673 -0.098
H 7.368 -4.625 -0.158
C 7.955 -2.696 -4.839
S 8.883 -1.634 -3.717
O 8.608 -0.223 -4.108
C 10.510 -2.065 -4.360
H 6.892 -2.560 -4.642
H 8.171 -2.423 -5.873
H 8.226 -3.738 -4.661
H 10.563 -1.831 -5.424
H 10.695 -3.127 -4.198
H 11.257 -1.482 -3.823
C -6.235 -0.088 6.270
S -6.853 -1.672 5.674
O -5.767 -2.674 5.861
C -6.870 -1.213 3.930
H -6.106 -0.150 7.350
H -5.274 0.135 5.802
H -6.957 0.696 6.038
H -5.868 -0.917 3.616
H -7.571 -0.391 3.778
H -7.193 -2.077 3.351
C -7.739 6.150 -2.749
S -8.053 4.381 -2.630
O -7.242 3.856 -1.483
C -7.188 3.939 -4.147
H -8.164 6.635 -1.871
H -6.664 6.335 -2.781
H -8.216 6.544 -3.647
H -6.148 4.266 -4.090
H -7.682 4.407 -4.998
H -7.223 2.855 -4.260
C -1.291 2.234 6.562
S -2.359 2.013 5.129
O -2.849 0.604 5.149
C -1.043 2.109 3.901
H -1.904 2.170 7.461
H -0.532 1.451 6.583
H -0.818 3.216 6.515
H -0.300 1.334 4.092
H -0.578 3.095 3.944
H -1.480 1.956 2.915
*
```

Here are the Löwdin charges for atoms 1 to 2, given in e:
1. C -0.184
2. Si 0.595

=====

Which of these has the highest E_HOMO?
C27H65NO15